(1)
The following is a DFT calculation (ωB97M-V/def2-TZVPD) of the ion C5H4N3O2S with charge +1.

The geometry in XYZ format:
```
15
Properties=species:S:1:pos:R:3:forces:R:3:lowdin_charge:R:1
O -2.488668 0.515307 -1.718690 -0.5 0.6 0.0 0.1820
C -1.524577 0.484504 -1.039478 1.8 -2.0 0.5 -0.3931
C -0.757576 1.464948 -0.289342 -0.2 0.0 -0.4 0.0847
C 0.328993 1.163375 0.450189 -3.2 0.0 -2.1 0.0399
N 0.808300 -0.105990 0.591454 0.1 -0.4 -0.6 -0.0034
N 1.939871 -0.191918 1.291880 0.8 0.4 0.9 0.0941
C 2.810808 -0.906249 1.733192 -0.1 -0.6 -0.7 -0.7206
S 4.034858 -1.738857 2.192312 -0.3 0.2 0.1 0.8896
C 0.279621 -1.104824 -0.111033 -2.5 -0.8 -1.1 -0.2225
O 0.718910 -2.317379 0.089168 -0.5 -0.3 -0.9 0.2107
N -0.855917 -0.847987 -0.915971 2.4 0.1 2.2 0.2506
H -1.159709 2.441403 -0.484250 0.4 0.6 0.6 0.1384
H 0.820031 1.860422 0.992081 1.6 2.1 1.5 0.1185
H 1.659106 -2.505752 0.306694 -0.5 0.6 0.0 0.1516
H -1.451164 -1.573891 -1.311461 0.7 -0.5 0.1 0.1795
```
Forces are in eV/Å.

Structure (SMILES): O=c1cc[n+](N=C=S)c(O)[nH]1
Total charge: +1
HOMO energy, eV: -13.68

(2)
The following is a DFT calculation (ωB97M-V/def2-TZVPD) of a cluster of 2 separate species, C5H4N3O4 in total.

The geometry in XYZ format:
```
16
Properties=species:S:1:pos:R:3:forces:R:3:lowdin_charge:R:1
C 0.210784 0.992806 1.710233 -0.1 2.2 1.4 -0.0929
C -0.834572 0.254911 1.290365 2.9 -0.3 -0.6 -0.1556
C 0.917028 -0.631523 0.321647 0.1 0.8 0.1 -0.1411
C 1.362774 0.415328 1.171646 2.8 -0.7 0.6 -0.0901
C 2.922341 0.699507 1.504012 -4.0 -1.3 -0.6 -0.7256
N -1.169711 -0.717486 -2.550195 2.0 0.3 -1.4 -0.0191
N -0.360332 -0.773167 0.470878 -2.0 -1.0 -0.7 0.0254
N -1.889428 -0.756772 -1.590548 -1.2 -0.5 1.1 -0.1714
O 2.948096 1.802490 1.006687 0.9 3.5 -1.3 0.0711
O 3.706372 -0.061987 1.967105 1.7 -1.6 1.2 0.0440
O -3.098826 -0.966773 -1.529495 -0.2 0.3 0.2 -0.0258
O -1.857439 -0.839034 -3.787800 -0.5 0.3 0.6 -0.0586
H 0.187429 1.908894 2.334985 0.0 -0.9 -0.4 0.1132
H -1.791818 0.394715 1.587302 -3.0 0.0 0.4 0.0559
H 1.496640 -1.214130 -0.344785 0.5 -0.7 -0.3 0.1023
H -2.749338 -0.507781 -3.562037 0.0 -0.4 -0.3 0.0684
```
Forces are in eV/Å.

Total charge: -1
HOMO energy (spin up / spin down), eV: -4.41 / -4.72

(3)
The following is a DFT calculation (ωB97M-V/def2-TZVPD) of the ion C5H4N3S with charge +1.

The geometry in XYZ format:
```
13
Properties=species:S:1:pos:R:3:forces:R:3:lowdin_charge:R:1
S 3.780108 -0.362319 -0.978472 -2.8 2.8 3.5 0.7839
C 2.817948 0.442961 0.115805 -0.1 -1.1 0.2 -0.5895
N 1.967633 0.932906 1.003898 0.9 -2.7 -4.7 0.0641
C 0.665928 0.416719 0.567705 -4.1 -0.7 -1.6 -0.1440
C -0.478949 1.312972 -0.049746 -0.1 -4.3 0.6 0.1054
C -1.778909 0.548214 -0.496083 4.3 -0.2 1.8 0.0744
N -1.806340 -0.872998 -0.309196 -0.8 3.4 -0.8 -0.0152
N -0.909821 -1.695828 0.217251 3.4 2.5 0.9 0.0829
C 0.303825 -1.129657 0.642535 -1.0 2.2 -0.6 0.0340
H -0.340572 2.433146 -0.186145 -0.4 -1.7 0.2 0.1253
H -2.653986 1.103824 -0.970078 1.3 -1.2 0.7 0.1494
H -2.683268 -1.327765 -0.644343 1.1 0.2 0.5 0.1858
H 1.116400 -1.802172 1.086866 -1.6 0.8 -0.8 0.1435
```
Forces are in eV/Å.

Total charge: +1
HOMO energy, eV: -13.79

(4)
The following is a DFT calculation (ωB97M-V/def2-TZVPD) of the molecule C5H4N4O.

The geometry in XYZ format:
```
14
Properties=species:S:1:pos:R:3:forces:R:3:lowdin_charge:R:1
O -3.457739 1.334409 0.143586 0.1 0.2 0.0 0.0486
C -3.708332 0.178051 -0.066998 -1.3 0.2 0.1 -0.3718
N -2.807612 -0.842580 -0.152004 -0.2 -1.2 -0.1 0.1260
C -1.602872 -0.630195 -0.089661 1.4 0.8 -0.1 -0.1338
N -0.453078 -0.392592 -0.087114 -1.0 -0.6 0.0 0.2543
C 0.864704 -0.158564 -0.017177 1.3 0.2 0.2 -0.3028
C 1.956399 -0.979623 0.202053 -0.5 0.2 -0.1 -0.0054
C 3.050377 -0.102879 0.170372 -0.2 0.0 -0.1 -0.1639
N 2.670102 1.139286 -0.047749 0.6 0.6 0.0 0.0256
N 1.349040 1.102984 -0.161458 -0.4 -0.4 0.0 0.0368
H -4.727463 -0.217601 -0.211306 0.0 0.4 0.0 0.1225
H 1.958797 -2.037884 0.353584 -0.1 -0.2 0.0 0.0972
H 4.091234 -0.335680 0.292591 0.1 0.0 0.0 0.1002
H 0.816442 1.942863 -0.328716 0.1 -0.1 0.0 0.1665
```
Forces are in eV/Å.

Structure (SMILES): O=CN=C=Nc1ccn[nH]1
HOMO energy, eV: -9.10

(5)
The following is a DFT calculation (ωB97M-V/def2-TZVPD) of the ion C5H4N5O2 with charge +1.

The geometry in XYZ format:
```
16
Properties=species:S:1:pos:R:3:forces:R:3:lowdin_charge:R:1
N -1.197386 -2.714218 -2.940226 -0.7 -1.1 -0.1 0.2225
C -0.553176 -1.779775 -2.835987 0.1 0.3 0.3 -0.3294
O 0.181901 -0.733815 -2.665991 0.2 2.3 2.7 0.1378
C 0.056020 -0.104341 -1.350897 0.8 -0.8 -2.3 -0.1326
C 0.516708 1.124291 -0.994756 -0.3 -0.6 -0.9 0.1040
N 0.413444 1.195088 0.375224 -0.9 -1.4 0.2 -0.0454
N 0.900671 2.203765 1.142707 0.8 0.7 0.7 0.1756
C -0.084701 0.040623 0.822563 0.2 0.1 -0.9 -0.2178
O -0.284200 -0.182233 2.118758 0.1 0.9 0.2 0.1924
C -0.539964 -1.377464 2.569739 0.2 0.7 -0.5 -0.2586
N -0.765262 -2.403689 3.004105 -0.3 -1.2 0.4 0.2524
N -0.319242 -0.784384 -0.226145 0.1 0.3 0.4 0.2684
H 0.894944 1.919153 -1.605807 0.1 0.1 0.0 0.1605
H 0.922241 3.105101 0.681397 -0.3 -0.2 0.0 0.1377
H 0.547904 2.221049 2.091561 -0.2 0.0 -0.2 0.1329
H -0.689902 -1.729150 -0.186245 0.0 -0.1 0.0 0.1996
```
Forces are in eV/Å.

Structure (SMILES): N#COc1cn(N)c(OC#N)[nH+]1
Total charge: +1
HOMO energy, eV: -14.44

(6)
The following is a DFT calculation (ωB97M-V/def2-TZVPD) of the ion C5H4NO3 with charge -1.

The geometry in XYZ format:
```
13
Properties=species:S:1:pos:R:3:forces:R:3:lowdin_charge:R:1
O 0.655190 -1.544044 -1.781066 -0.5 -0.5 0.0 -0.0120
C 0.941692 -0.766975 -0.880976 -0.3 0.9 -0.5 -0.5077
N 2.139395 -0.252135 -0.599497 0.8 -0.1 0.1 0.1526
C 2.035127 0.645714 0.408651 -0.8 -1.2 -1.1 -0.5925
O 2.858584 1.411106 0.810125 0.5 0.8 1.0 0.0502
O 0.721880 0.628596 0.944428 0.6 0.5 0.9 0.0337
C -0.045577 -0.080306 0.041590 -2.0 -0.7 0.1 -0.3681
C -1.348274 0.587102 -0.279390 -0.3 -1.2 -2.2 -0.0927
C -1.437807 -0.668181 0.530504 1.8 -0.4 0.3 -0.0485
H -1.658835 0.616442 -1.324759 0.0 -0.3 0.2 0.1059
H -1.628377 1.459174 0.241537 0.1 1.0 0.6 0.0845
H -1.382996 -0.325575 1.541539 -0.8 -0.6 1.0 0.0761
H -1.850002 -1.710917 0.347314 0.7 1.7 -0.2 0.1186
```
Forces are in eV/Å.

Structure (SMILES): O=C1N=C([O-])OC12CC2
Total charge: -1
HOMO energy, eV: -4.76